Record 1
{
  "formula": "C11H11NOS2",
  "method": "ωB97M-V with the def2-TZVPD basis set",
  "mol_weight_g_mol": 237.3,
  "orbital_gap_ha": 0.286,
  "lumo_energy_ev": 0.6,
  "relative_energy_ev": 3.606,
  "species": ["H", "H", "H", "C", "C", "C", "S", "C", "H", "C", "S", "O", "C", "H", "C", "C", "C", "C", "H", "H", "C", "H", "H", "H", "H", "N"],
  "coordinates": [[-1.1049, 2.7825, -0.2292], [-4.0597, -1.7355, 0.6789], [-4.2232, -0.5283, -1.7638], [-3.2182, -1.0958, -1.3567], [2.6752, -1.6523, 0.5422], [0.3594, -1.6935, 0.0280], [-2.4419, -0.0704, 1.0573], [2.3495, 1.3102, 0.4220], [3.2288, -1.3316, -0.2684], [-3.0937, -1.4890, 0.1821], [-1.8510, 0.0696, -1.7367], [0.0898, -2.8397, -0.2165], [1.2779, 0.4534, 0.2571], [0.6839, 4.3086, 0.1425], [0.0020, 0.9817, 0.0287], [-1.1636, 0.0702, -0.1380], [-0.1616, 2.3172, -0.0934], [0.8940, 3.2175, 0.1304], [-3.2335, -2.2058, -1.7425], [3.2815, 1.0143, 0.6219], [2.1637, 2.6796, 0.4075], [-2.4926, -2.4320, 0.1907], [3.1147, 3.0822, 0.6676], [2.3856, -2.7880, 0.3691], [3.1212, -1.4673, 1.5512], [1.4166, -0.9577, 0.2680]],
  "forces_ev_per_a": [[-0.97, -0.12, -0.32], [0.42, 0.22, -0.66], [2.35, -1.61, 1.49], [-2.37, -1.14, -0.24], [-1.76, -2.40, 0.67], [-4.48, 1.13, -1.26], [0.47, -0.37, 0.65], [-3.61, 0.47, -0.54], [2.29, 0.28, -1.24], [-1.22, -0.01, -0.59], [-0.48, -0.86, -0.93], [0.96, 0.99, 0.70], [0.01, -0.31, -0.09], [0.33, -0.95, -0.10], [-0.75, -1.29, -0.13], [2.98, -2.40, 0.32], [1.30, 2.39, 0.77], [0.85, 0.33, 0.29], [0.46, 2.47, -0.48], [3.38, -1.62, 0.67], [-1.01, -0.49, -0.25], [0.02, 1.15, 0.42], [0.04, 1.78, -0.07], [0.97, 2.28, 0.63], [-0.51, -0.04, -0.95], [0.33, 0.14, 1.24]],
  "mulliken_charge": [0.483, 0.396, 0.310, -0.428, -1.140, 0.616, -0.166, -0.602, 0.500, -0.639, -0.141, -0.545, 0.175, 0.329, -0.437, 0.826, -0.097, -0.924, 0.246, 0.586, -0.505, 0.264, 0.369, 0.301, 0.262, -0.040]
}

***

Record 2
{
  "formula": "C21H28N4O8P2Re",
  "method": "ωB97M-V with the def2-TZVPD basis set",
  "mol_weight_g_mol": 712.6,
  "orbital_gap_ha": [0.243, 0.238],
  "lumo_energy_ev": [-5.9, -5.9],
  "relative_energy_ev": 8.071,
  "total_charge": 2,
  "spin_multiplicity": 2,
  "species": ["H", "H", "C", "N", "O", "O", "H", "C", "C", "H", "C", "C", "H", "H", "H", "H", "H", "C", "N", "H", "H", "C", "H", "O", "O", "C", "H", "O", "H", "H", "Re", "C", "C", "C", "C", "H", "N", "C", "H", "C", "H", "C", "N", "H", "C", "C", "C", "P", "H", "O", "P", "C", "H", "H", "H", "H", "H", "H", "O", "H", "H", "O", "C", "C"],
  "coordinates": [[-0.3971, 2.6008, 5.1944], [-5.4643, -0.7168, 1.8828], [1.0422, 1.5108, -2.4829], [0.0491, -1.9190, -1.4317], [-4.4602, -0.9806, -1.0888], [-2.5911, 0.4573, -0.9230], [-2.2507, -3.5668, -3.3694], [0.1526, 3.2748, 0.1005], [2.8483, -1.0794, -0.6371], [2.6546, 1.0167, 1.3055], [2.5974, 0.0937, -1.5335], [-1.3005, -4.4358, -1.6764], [-1.8118, -5.3877, -1.7422], [1.8214, 1.9159, 4.3104], [0.2833, -5.1512, -0.4834], [3.3050, -1.5178, 1.8230], [-2.1756, 0.5588, 1.8870], [0.9109, 1.6218, 3.8063], [1.3376, 0.5504, -1.5903], [-2.4573, 1.8419, 3.9738], [0.6620, 3.4624, -0.8463], [-0.6887, 4.4519, 0.5221], [2.9563, -1.9675, -1.2633], [-2.3009, -1.5969, 0.3282], [-3.0555, -2.7782, -1.6579], [-1.3163, 0.8488, 2.4767], [-0.5058, -1.9893, -3.4769], [-1.8049, -0.9495, -2.3290], [0.0042, 1.8101, -2.5198], [-2.9988, -1.5211, 1.0072], [0.0314, -0.1467, -0.0896], [0.3997, -2.9759, -0.7910], [1.3615, -2.7648, 0.3261], [-0.3240, 1.9960, 4.3001], [-1.4666, 1.5823, 3.6297], [0.8397, -3.0183, 1.2513], [-0.1170, 0.4705, 1.9904], [3.6117, 0.6270, -2.3073], [3.0598, 0.5095, 2.9334], [2.3061, -1.0814, 1.7494], [-1.4501, 4.6823, -0.2261], [0.9911, 0.8475, 2.6568], [1.7677, -1.3385, 0.3761], [4.6208, 0.2496, -2.2097], [-1.9186, -3.2634, -2.3764], [3.3062, 1.6357, -3.2065], [-0.9737, -2.0636, -2.4977], [-5.0306, 0.2119, -0.0865], [-1.1822, 4.2602, 1.4749], [-0.6549, 2.0789, -0.0164], [-2.8865, -1.2379, -1.1468], [2.3250, 0.3853, 2.1368], [0.9068, 3.0293, 0.8483], [3.8042, -0.9476, -0.1276], [-0.0614, 5.3367, 0.6314], [2.2293, -3.4317, 0.2530], [1.6664, -1.6158, 2.4509], [1.7063, 2.8305, -4.0209], [-3.6523, 1.1267, -0.2107], [-1.4821, 2.2578, -0.4840], [4.0819, 2.0699, -3.8228], [-4.6839, -0.5177, 1.3484], [-0.1712, -4.3106, -0.9908], [1.9941, 2.0676, -3.3119]],
  "forces_ev_per_a": [[0.01, -0.01, 0.00], [-0.04, 0.02, 0.00], [-0.06, -0.15, -0.03], [-1.03, -0.18, 0.33], [0.09, -0.05, 0.05], [-0.36, 0.44, 0.11], [-0.02, 0.06, -0.03], [-0.01, -0.12, 0.05], [0.10, -0.13, 0.10], [-0.02, -0.04, -0.04], [0.03, -0.09, -0.05], [-0.12, -0.11, -0.05], [-0.03, 0.02, 0.00], [0.00, 0.01, 0.00], [0.02, 0.02, 0.02], [0.01, 0.01, 0.00], [-0.01, 0.05, -0.01], [0.07, -0.10, -0.01], [0.08, 0.34, 0.46], [0.01, 0.01, 0.02], [-0.01, 0.03, 0.00], [-0.04, 0.07, 0.03], [-0.02, 0.03, -0.04], [0.12, 0.01, -0.02], [-0.02, -0.09, -0.06], [0.04, -0.16, -0.06], [0.13, -0.07, 0.05], [0.01, -0.04, -0.13], [0.00, 0.03, 0.00], [0.02, -0.02, 0.02], [0.56, -0.50, -0.90], [0.28, -0.22, -0.28], [0.07, -0.03, 0.06], [-0.08, 0.04, 0.06], [0.01, -0.02, 0.01], [0.02, 0.06, 0.03], [-0.07, 0.45, 0.03], [-0.10, -0.03, -0.03], [0.01, 0.04, -0.02], [-0.10, -0.14, -0.01], [0.01, -0.01, 0.00], [-0.04, -0.06, 0.04], [0.23, 0.13, 0.41], [0.00, 0.00, -0.01], [-0.06, -0.07, 0.13], [0.10, 0.02, -0.04], [0.24, 0.19, 0.01], [-0.15, -0.07, 0.03], [0.01, -0.01, 0.00], [-0.19, 0.12, -0.19], [-0.04, 0.17, 0.07], [0.05, 0.07, 0.05], [0.00, 0.02, 0.01], [-0.01, -0.03, 0.01], [0.00, -0.01, 0.00], [-0.05, -0.06, -0.04], [0.01, 0.01, 0.02], [0.00, 0.00, 0.00], [0.08, -0.12, 0.01], [0.03, 0.07, 0.02], [-0.01, 0.00, -0.01], [0.07, 0.00, -0.06], [0.24, 0.17, -0.09], [-0.06, 0.00, -0.02]],
  "mulliken_charge": [0.455, 0.333, -0.442, 0.126, -0.388, -0.289, 0.450, -0.179, -1.344, 0.152, 0.719, -0.900, 0.512, 0.506, 0.508, 0.528, 0.344, -0.900, 0.348, 0.510, 0.328, -1.426, 0.557, -0.460, -0.554, -0.079, 0.482, -0.373, 0.703, 0.359, 1.611, 1.213, -1.426, -0.575, -0.880, 0.492, 0.015, -1.083, 0.741, -1.118, 0.383, 0.601, 0.248, 0.551, 0.229, -0.455, -0.841, 0.028, 0.308, 0.027, 1.303, -0.984, 0.193, 0.641, 0.423, 0.606, 0.597, 0.489, -0.027, 0.145, 0.454, -0.505, -1.045, -0.944]
}